1.
This record from OMol25 describes C54H69CaN2O8P2SSi as an isolated structure. The level of theory is ωB97M-V with the def2-TZVPD basis set.

Calculated values
- F_max: 0.008 hartree/bohr
- HOMO: -9.84 eV
- Molar mass: 1036.3 g mol⁻¹
- Energy relative to the best compared isomer or geometry (same formula, charge and spin): 62.8 kJ/mol
- Net charge: +1

Positions of all 138 atoms, in Å:
1 Ca -0.678 1.817 -0.046
2 O 1.214 0.501 0.163
3 P 2.189 -0.536 0.624
4 C 2.435 -1.844 -0.609
5 P 1.209 -3.196 -0.540
6 O -0.172 -2.755 -0.229
7 C 1.855 -4.331 0.701
8 C 0.976 -4.743 1.696
9 C 1.410 -5.620 2.681
10 C 2.718 -6.079 2.676
11 C 3.598 -5.672 1.680
12 C 3.167 -4.803 0.691
13 C 1.342 -4.000 -2.147
14 C 2.524 -4.076 -2.880
15 C 2.545 -4.733 -4.101
16 C 1.385 -5.316 -4.594
17 C 0.205 -5.242 -3.869
18 C 0.181 -4.586 -2.647
19 C 3.838 0.176 0.863
20 C 4.646 0.404 -0.251
21 C 5.894 0.992 -0.109
22 C 6.348 1.358 1.151
23 C 5.543 1.157 2.264
24 C 4.290 0.575 2.120
25 C 1.713 -1.345 2.150
26 C 0.369 -1.320 2.512
27 C -0.043 -1.966 3.669
28 C 0.879 -2.643 4.454
29 C 2.217 -2.693 4.080
30 C 2.635 -2.049 2.928
31 H 3.435 -2.262 -0.475
32 H 2.391 -1.374 -1.596
33 H -0.038 -4.363 1.693
34 H 0.724 -5.942 3.455
35 H 3.055 -6.763 3.445
36 H 4.616 -6.039 1.671
37 H 3.856 -4.511 -0.093
38 H 3.436 -3.623 -2.511
39 H 3.464 -4.789 -4.668
40 H 1.402 -5.827 -5.548
41 H -0.698 -5.697 -4.255
42 H -0.737 -4.514 -2.075
43 H 4.302 0.136 -1.243
44 H 6.513 1.156 -0.981
45 H 7.331 1.799 1.265
46 H 5.895 1.439 3.248
47 H 3.670 0.419 2.994
48 H -0.358 -0.837 1.870
49 H -1.088 -1.947 3.950
50 H 0.555 -3.144 5.357
51 H 2.931 -3.239 4.681
52 H 3.677 -2.101 2.637
53 C -3.331 -1.895 -2.433
54 N -2.284 -1.215 -1.698
55 C -1.073 -0.897 -2.429
56 C -2.455 -0.860 -0.435
57 O -1.667 -0.181 0.234
58 H -3.702 -1.255 -3.236
59 H -4.154 -2.136 -1.765
60 H -2.942 -2.818 -2.867
61 H -0.732 -1.795 -2.950
62 H -0.303 -0.594 -1.722
63 H -1.259 -0.099 -3.146
64 H -3.392 -1.220 0.006
65 C -5.903 2.157 -2.709
66 C -6.079 1.703 -1.265
67 C -6.512 0.245 -1.216
68 C -7.084 2.583 -0.533
69 O -4.825 1.758 -0.561
70 Si -3.582 2.818 -0.694
71 S -2.212 2.458 -2.182
72 O -4.272 4.302 -0.673
73 C -3.744 5.618 -0.915
74 C -4.728 6.576 -0.259
75 C -3.688 5.855 -2.419
76 C -2.363 5.773 -0.286
77 O -2.717 2.577 0.747
78 C -3.223 2.518 2.109
79 C -1.990 2.655 2.987
80 C -4.175 3.679 2.350
81 C -3.914 1.185 2.367
82 H -6.844 2.062 -3.254
83 H -5.142 1.554 -3.208
84 H -5.590 3.202 -2.750
85 H -7.486 0.113 -1.689
86 H -6.581 -0.093 -0.181
87 H -5.785 -0.379 -1.741
88 H -8.059 2.535 -1.021
89 H -6.745 3.619 -0.525
90 H -7.201 2.242 0.497
91 H -5.732 6.400 -0.646
92 H -4.453 7.611 -0.467
93 H -4.746 6.431 0.823
94 H -4.688 5.776 -2.848
95 H -3.042 5.116 -2.893
96 H -3.301 6.853 -2.633
97 H -2.388 5.501 0.773
98 H -2.044 6.816 -0.361
99 H -1.626 5.144 -0.788
100 H -1.488 3.604 2.801
101 H -1.281 1.839 2.795
102 H -2.255 2.596 4.045
103 H -3.690 4.631 2.126
104 H -4.483 3.684 3.397
105 H -5.065 3.593 1.728
106 H -3.206 0.362 2.264
107 H -4.729 1.040 1.660
108 H -4.319 1.176 3.381
109 C 1.551 6.933 -0.562
110 O 2.220 5.932 0.196
111 C 1.654 5.533 1.350
112 C 0.572 6.159 1.958
113 C 0.114 5.719 3.191
114 C 0.715 4.646 3.830
115 C 1.768 3.995 3.209
116 C 2.228 4.422 1.975
117 N 3.371 3.772 1.434
118 C 3.762 3.509 0.197
119 C 3.116 3.574 -1.035
120 C 3.971 3.572 -2.180
121 C 3.476 3.724 -3.435
122 C 2.072 3.862 -3.601
123 C 1.212 3.812 -2.546
124 C 1.688 3.615 -1.208
125 O 0.885 3.416 -0.247
126 H 2.126 7.045 -1.476
127 H 1.529 7.884 -0.026
128 H 0.534 6.616 -0.805
129 H 0.092 6.999 1.479
130 H -0.719 6.231 3.655
131 H 0.362 4.309 4.795
132 H 2.239 3.139 3.680
133 H 4.066 3.554 2.132
134 H 4.803 3.200 0.164
135 H 5.040 3.483 -2.021
136 H 4.132 3.749 -4.293
137 H 1.671 3.995 -4.599
138 H 0.140 3.880 -2.688

Atomic partial charges in e from the Mulliken method, atoms 1 to 2: 0.6969, 1.3967



2.
This record from OMol25 describes C54H83KN10O5P2S as an isolated structure at a distorted geometry. The level of theory is ωB97M-V with the def2-TZVPD basis set.

Calculated values
- F_max: 0.023 hartree/bohr
- HOMO: -0.73 eV
- Molar mass: 1085.4 g mol⁻¹
- Energy relative to the best compared isomer or geometry (same formula, charge and spin): 0.0 kJ/mol
- Net charge: -2

Positions of all 156 atoms, in Å:
1 K 0.443 0.111 0.456
2 C 1.233 -4.478 -0.043
3 C 0.779 -3.254 0.739
4 O 1.149 -2.145 0.281
5 C 0.013 -3.462 1.892
6 C -0.585 -2.477 2.736
7 C -1.346 -3.011 3.935
8 N -0.527 -1.189 2.511
9 N -1.218 -0.449 3.471
10 C -1.124 0.839 3.320
11 O -0.472 1.504 2.438
12 C -1.829 1.625 4.393
13 C -2.779 1.055 5.245
14 C -3.395 1.813 6.227
15 C -3.073 3.159 6.388
16 C -2.133 3.734 5.547
17 C -1.524 2.973 4.555
18 H 1.077 -4.279 -1.106
19 H 0.701 -5.386 0.245
20 H 2.306 -4.628 0.115
21 H -0.181 -4.493 2.161
22 H -1.242 -4.094 4.003
23 H -2.404 -2.754 3.855
24 H -0.986 -2.545 4.853
25 H -3.009 0.006 5.111
26 H -4.133 1.354 6.875
27 H -3.556 3.750 7.158
28 H -1.876 4.783 5.657
29 H -0.811 3.411 3.867
30 C 4.186 4.065 1.692
31 N 2.767 4.312 1.513
32 C 2.400 5.708 1.589
33 P 1.775 2.993 1.842
34 O 2.144 1.814 1.045
35 O 0.389 3.716 1.435
36 P -0.908 3.235 0.585
37 O -0.810 2.033 -0.260
38 N -0.943 4.626 -0.408
39 C 0.267 4.826 -1.202
40 C -2.103 4.619 -1.303
41 N -2.298 3.421 1.430
42 C -2.764 4.697 1.920
43 C -3.257 2.329 1.479
44 N 1.962 2.741 3.454
45 C 1.884 1.414 4.051
46 C 1.931 3.826 4.411
47 H 4.756 4.633 0.950
48 H 4.396 3.006 1.548
49 H 4.535 4.357 2.692
50 H 2.871 6.261 0.768
51 H 2.732 6.171 2.530
52 H 1.323 5.825 1.502
53 H 1.157 4.790 -0.579
54 H 0.218 5.805 -1.686
55 H 0.370 4.063 -1.985
56 H -3.013 4.388 -0.751
57 H -2.009 3.872 -2.101
58 H -2.214 5.609 -1.753
59 H -1.961 5.430 1.880
60 H -3.102 4.596 2.955
61 H -3.601 5.074 1.318
62 H -3.615 2.188 2.501
63 H -4.114 2.549 0.829
64 H -2.790 1.408 1.142
65 H 1.889 0.645 3.285
66 H 0.976 1.304 4.648
67 H 2.758 1.271 4.697
68 H 1.792 4.785 3.916
69 H 2.868 3.865 4.980
70 H 1.109 3.692 5.120
71 C -2.473 2.313 -5.555
72 C -1.656 1.162 -4.966
73 C -0.341 1.712 -4.395
74 C -1.347 0.124 -6.043
75 N -2.479 0.474 -3.967
76 N -2.668 1.268 -2.780
77 H -1.888 2.870 -6.292
78 H -2.778 2.991 -4.757
79 H -3.371 1.920 -6.036
80 H 0.269 2.149 -5.192
81 H 0.228 0.912 -3.926
82 H -0.535 2.488 -3.650
83 H -0.796 0.582 -6.869
84 H -2.277 -0.300 -6.428
85 H -0.745 -0.691 -5.631
86 H -2.039 -0.403 -3.684
87 H -3.325 0.737 -2.220
88 H -1.814 1.260 -2.211
89 C 2.712 -1.402 -3.737
90 C 1.398 -2.143 -3.768
91 C 1.228 -3.253 -4.615
92 C 0.020 -3.944 -4.578
93 C -0.193 -5.132 -5.487
94 C -1.001 -3.567 -3.714
95 C -0.866 -2.458 -2.814
96 C 0.383 -1.762 -2.932
97 N -1.718 -1.957 -1.929
98 C -2.944 -2.620 -1.567
99 C -4.042 -2.571 -2.653
100 C -5.356 -3.173 -2.141
101 C -5.120 -4.629 -1.724
102 C -4.071 -4.682 -0.607
103 C -4.572 -3.883 0.599
104 C -4.793 -2.427 0.179
105 C -5.849 -2.375 -0.930
106 C -3.477 -1.849 -0.344
107 C -2.752 -4.079 -1.107
108 H 3.353 -1.698 -4.571
109 H 3.246 -1.614 -2.808
110 H 2.560 -0.320 -3.788
111 H 2.024 -3.566 -5.284
112 H 0.652 -5.264 -6.166
113 H -1.097 -5.010 -6.089
114 H -0.308 -6.053 -4.908
115 H -1.921 -4.137 -3.750
116 H 0.485 -0.914 -2.262
117 H -3.714 -3.106 -3.547
118 H -4.191 -1.527 -2.953
119 H -6.113 -3.139 -2.934
120 H -4.772 -5.209 -2.587
121 H -6.061 -5.079 -1.381
122 H -3.906 -5.725 -0.312
123 H -3.829 -3.926 1.400
124 H -5.505 -4.315 0.983
125 H -5.134 -1.843 1.041
126 H -6.030 -1.335 -1.222
127 H -6.801 -2.787 -0.569
128 H -2.703 -1.868 0.430
129 H -3.612 -0.798 -0.630
130 H -2.351 -4.692 -1.921
131 H -2.009 -4.078 -0.308
132 N 3.318 -1.325 2.161
133 S 3.999 -0.666 0.918
134 C 5.107 -1.892 0.131
135 C 5.292 -3.098 0.781
136 C 6.034 -4.096 0.165
137 C 6.571 -3.885 -1.100
138 C 6.356 -2.681 -1.756
139 C 5.611 -1.682 -1.143
140 C 5.306 0.330 1.652
141 C 5.366 0.410 3.032
142 C 6.329 1.216 3.626
143 C 7.215 1.942 2.844
144 C 7.137 1.865 1.458
145 C 6.179 1.062 0.859
146 H 2.370 -1.474 1.802
147 H 4.808 -3.238 1.742
148 H 6.169 -5.051 0.657
149 H 7.127 -4.675 -1.590
150 H 6.736 -2.533 -2.759
151 H 5.388 -0.763 -1.673
152 H 4.643 -0.164 3.600
153 H 6.382 1.280 4.706
154 H 7.961 2.574 3.310
155 H 7.820 2.438 0.842
156 H 6.109 1.007 -0.220

Atomic partial charges in e from the Mulliken method, atoms 1 to 2: 2.7376, -1.4999